[1]
18
Properties=species:S:1:pos:R:3 method="wB97M-V/def2-TZVPD" relative_energy_kj_mol=484.6 gap_ha=0.315 largest_force_ev_per_a=0.54 spin_multiplicity=1
C 0.24 0.32 -1.65
C -0.17 1.58 0.08
N -0.44 0.65 0.98
C 0.67 0.23 1.82
C -0.98 -0.30 -0.28
O -2.14 -0.12 -0.60
C -0.37 -1.69 -0.05
H 0.12 1.24 -2.24
H -0.14 -0.49 -2.27
H 1.31 0.23 -1.45
H -1.00 1.96 -0.50
H 0.79 2.11 0.06
H 0.78 1.03 2.56
H 0.41 -0.69 2.35
H 1.62 0.09 1.29
H -0.65 -2.24 -0.95
H -0.79 -2.22 0.81
H 0.72 -1.69 0.03

[2]
130
Properties=species:S:1:pos:R:3 method="wB97M-V/def2-TZVPD" relative_energy_kj_mol=1523.6 gap_ha=0.254 largest_force_ev_per_a=8.62 spin_multiplicity=1
C -5.47 -10.69 -1.40
O -6.59 -10.67 -0.49
C -6.17 -10.61 0.90
C -6.49 -9.16 1.55
C -5.55 -8.02 0.87
C -5.76 -6.60 1.52
C -4.97 -5.36 0.98
C -4.04 -5.26 -0.07
F -3.70 -6.42 -0.81
C -3.32 -3.89 -0.55
O -2.88 -3.71 -1.71
C -3.17 -2.79 0.60
C -2.03 -1.75 0.51
C -1.93 -0.72 1.69
C -0.71 0.34 1.57
C 0.63 -0.38 0.99
C 1.92 0.58 1.06
C 2.27 1.16 -0.39
O 2.52 0.14 -1.41
C 1.58 0.30 -2.47
O 0.56 -0.42 -2.64
C -2.93 -0.72 2.92
C -2.69 0.42 4.01
O -3.88 0.91 4.66
C -4.51 1.96 3.94
C -5.31 2.99 4.81
C -6.10 4.18 4.21
C -6.12 4.37 2.66
C -5.32 3.35 1.79
C -4.52 2.14 2.40
C -4.07 -1.81 3.00
C -5.06 -1.88 4.24
C -4.21 -2.01 5.62
C -2.86 -2.86 5.73
N -4.71 -1.41 6.70
C -4.18 -2.82 1.81
C -5.31 -3.95 1.71
O -6.49 -3.83 2.14
H -4.56 -10.08 -1.06
H -5.13 -11.75 -1.67
H -5.82 -10.21 -2.40
H -6.78 -11.38 1.50
H -5.06 -10.89 0.96
H -7.60 -8.96 1.33
H -6.38 -9.17 2.70
H -4.46 -8.39 0.81
H -5.91 -7.97 -0.23
H -6.89 -6.35 1.46
H -5.55 -6.69 2.65
H -1.31 -1.79 -0.37
H -1.01 1.25 0.93
H -0.40 0.75 2.60
H 0.85 -1.27 1.69
H 0.50 -0.75 -0.08
H 2.84 0.01 1.44
H 1.72 1.42 1.82
H 3.22 1.81 -0.31
H 1.43 1.85 -0.78
H 1.74 1.12 -3.26
H -1.99 0.00 4.83
H -2.13 1.34 3.59
H -5.33 2.87 5.95
H -6.67 4.85 4.92
H -6.72 5.25 2.24
H -5.38 3.50 0.65
H -3.96 1.42 1.73
H -5.78 -2.77 4.24
H -5.62 -0.87 4.35
H -3.01 -3.97 5.44
H -2.02 -2.37 5.14
H -2.54 -2.86 6.83
H -4.10 -1.60 7.51
O 4.90 1.26 -4.70
P 5.42 0.29 -5.78
N 5.48 -1.02 -4.67
C 6.60 -1.87 -4.35
C 4.21 -1.52 -4.16
N 6.97 1.04 -5.89
C 8.25 0.38 -5.70
C 7.09 2.42 -5.42
N 5.95 -0.80 -7.08
C 6.02 -0.06 -8.37
C 5.10 -1.97 -7.36
H 7.08 -2.31 -5.23
H 6.31 -2.72 -3.72
H 7.35 -1.33 -3.77
H 3.72 -2.17 -4.90
H 3.53 -0.70 -3.93
H 4.33 -2.09 -3.24
H 8.52 0.30 -4.64
H 9.05 0.95 -6.19
H 8.29 -0.61 -6.15
H 7.13 2.48 -4.33
H 6.25 3.02 -5.78
H 7.99 2.90 -5.83
H 5.03 0.31 -8.67
H 6.41 -0.70 -9.17
H 6.69 0.80 -8.32
H 4.05 -1.68 -7.50
H 5.15 -2.71 -6.57
H 5.43 -2.49 -8.26
O 1.54 4.25 1.73
P 1.51 5.77 1.44
N 2.76 5.65 0.28
C 4.02 6.36 0.23
C 2.46 4.94 -0.96
N 2.18 6.19 2.97
C 3.37 6.98 3.20
C 2.06 5.21 4.06
N 1.38 7.51 1.11
C 0.30 8.11 1.94
C 1.06 7.90 -0.27
H 3.90 7.45 0.31
H 4.56 6.20 -0.71
H 4.70 6.01 1.01
H 1.88 5.57 -1.65
H 1.87 4.04 -0.76
H 3.36 4.60 -1.48
H 4.28 6.37 3.13
H 3.36 7.42 4.20
H 3.46 7.83 2.52
H 2.80 4.41 3.95
H 1.06 4.77 4.08
H 2.20 5.68 5.04
H -0.68 7.67 1.68
H 0.25 9.19 1.80
H 0.46 7.95 3.01
H 0.18 7.37 -0.65
H 1.90 7.72 -0.95
H 0.87 8.98 -0.34

[3]
49
Properties=species:S:1:pos:R:3 method="wB97M-V/def2-TZVPD" relative_energy_kj_mol=1078.4 gap_ha=0.074 largest_force_ev_per_a=4.94 spin_multiplicity=1 total_charge=-4
Zn 7.87 14.30 3.31
C 1.95 17.17 4.98
F 2.43 17.57 6.21
F 1.82 15.80 4.94
F 0.69 17.57 4.73
S 3.13 17.75 3.59
O 3.38 19.14 3.81
O 4.39 17.04 3.84
O 2.66 17.51 2.21
C 9.51 19.42 -1.08
F 10.72 19.26 -0.49
F 8.74 19.93 -0.18
F 9.56 20.15 -2.25
S 8.79 17.64 -1.41
O 7.36 17.87 -1.66
O 9.55 17.01 -2.49
O 9.03 16.91 -0.19
C 14.32 16.63 5.99
F 14.56 16.30 4.72
F 15.34 16.20 6.70
F 14.13 17.98 6.15
S 12.75 15.73 6.52
O 12.39 16.28 7.85
O 11.75 16.01 5.50
O 13.01 14.28 6.66
C 5.40 10.76 9.24
F 4.33 11.62 9.35
F 5.63 10.06 10.36
F 5.20 9.80 8.24
S 7.05 11.64 8.67
O 6.82 12.28 7.37
O 7.42 12.70 9.66
O 8.14 10.68 8.66
C 13.48 10.27 1.34
F 14.17 11.13 2.08
F 13.23 10.86 0.18
F 14.18 9.12 1.19
S 11.78 9.83 2.33
O 12.28 9.53 3.67
O 11.01 11.10 2.37
O 11.07 8.74 1.65
C 3.92 10.13 -1.20
F 4.28 9.17 -0.38
F 4.86 10.27 -2.14
F 2.83 9.75 -1.80
S 3.54 11.75 -0.20
O 3.28 12.83 -1.14
O 2.32 11.45 0.61
O 4.72 11.96 0.64

[4]
9
Properties=species:S:1:pos:R:3 method="wB97M-V/def2-TZVPD" relative_energy_kj_mol=269.8 gap_ha=0.299 largest_force_ev_per_a=2.81 spin_multiplicity=1 total_charge=+1
C 1.24 -0.01 -0.57
N -1.50 -1.56 1.15
N 0.30 -0.66 0.02
N -0.74 -1.03 0.42
S 0.66 1.71 -0.98
Cl -1.32 1.42 -0.75
H 1.66 -0.26 -1.54
H -1.16 -1.79 2.06
H 0.86 2.17 0.19

[5]
71
Properties=species:S:1:pos:R:3 method="wB97M-V/def2-TZVPD" relative_energy_kj_mol=3.0 gap_ha=0.159 largest_force_ev_per_a=0.11 spin_multiplicity=1 total_charge=-2
Sr -0.51 -0.39 0.00
C 3.75 0.41 0.36
P 2.49 -0.40 -0.69
C 3.39 -1.70 -1.61
C 2.64 -2.77 -2.09
C 3.24 -3.77 -2.83
C 4.60 -3.74 -3.08
C 5.37 -2.68 -2.59
C 4.76 -1.67 -1.87
C 2.20 0.85 -2.00
C 1.82 0.44 -3.28
C 1.50 1.38 -4.25
C 1.54 2.74 -3.94
C 1.88 3.15 -2.66
C 2.20 2.21 -1.69
H 3.22 1.14 0.97
H 4.53 0.90 -0.22
H 4.19 -0.34 1.02
H 1.57 -2.83 -1.91
H 2.63 -4.58 -3.21
H 5.08 -4.53 -3.65
H 6.44 -2.65 -2.78
H 5.36 -0.84 -1.50
H 1.75 -0.61 -3.52
H 1.20 1.05 -5.23
H 1.28 3.47 -4.69
H 1.88 4.20 -2.40
H 2.40 2.53 -0.67
C 0.46 1.70 1.20
C 0.32 2.66 1.96
C 0.16 3.76 2.87
C -1.11 4.42 2.88
C -2.00 4.30 1.77
C -3.25 4.88 1.75
C -3.73 5.61 2.84
C -2.89 5.73 3.94
C -1.63 5.17 3.97
C 1.28 4.09 3.71
C 1.44 5.33 4.39
C 2.56 5.60 5.16
C 3.59 4.68 5.31
C 3.46 3.46 4.64
C 2.36 3.18 3.86
H -1.65 3.73 0.91
H -3.87 4.76 0.87
H -4.71 6.07 2.82
H -3.24 6.27 4.82
H -1.05 5.25 4.88
H 0.71 6.10 4.26
H 2.63 6.57 5.64
H 4.46 4.90 5.92
H 4.25 2.72 4.72
H 2.29 2.23 3.34
N -6.84 1.15 1.29
C -5.52 0.72 1.25
C -4.52 1.44 1.90
C -3.21 1.00 1.80
N -2.86 -0.09 1.11
C -3.82 -0.78 0.48
C -5.15 -0.41 0.52
H -7.07 1.76 2.05
H -7.53 0.44 1.13
H -4.74 2.34 2.45
H -2.40 1.55 2.26
H -3.51 -1.64 -0.11
H -5.89 -0.98 -0.03
O -1.10 -1.31 -2.17
S -1.28 -2.75 -1.75
O -0.47 -3.63 -2.60
O -0.76 -2.79 -0.33
O -2.71 -3.08 -1.75

[6]
135
Properties=species:S:1:pos:R:3 method="wB97M-V/def2-TZVPD" gap_ha="0.298 / 0.279" largest_force_ev_per_a=4.12 spin_multiplicity=6
Fe 0.42 -0.38 1.31
C -0.24 -3.47 -0.01
O -0.26 -2.18 0.62
H -1.15 -3.67 -0.58
H 0.56 -3.51 -0.75
H 0.02 -4.32 0.62
C -2.01 1.21 -0.30
O -0.88 0.86 0.47
H -2.89 1.22 0.35
H -1.96 2.24 -0.65
H -2.26 0.55 -1.13
C 2.88 -2.04 3.15
O 1.94 -1.32 2.35
H 2.46 -2.94 3.59
H 3.71 -2.39 2.53
H 3.17 -1.46 4.03
C 4.72 1.62 -1.99
O 3.47 1.49 -1.32
P 2.80 -0.02 -1.26
O 1.67 -0.19 -0.28
O 2.44 -0.20 -2.87
C 1.17 0.25 -3.36
O 4.14 -0.92 -0.99
C 3.92 -2.32 -0.77
H 4.80 2.52 -2.60
H 4.93 0.81 -2.69
H 5.55 1.86 -1.33
H 1.16 0.69 -4.35
H 0.49 0.81 -2.72
H 0.62 -0.67 -3.53
H 4.67 -2.74 -0.09
H 3.98 -2.89 -1.70
H 3.01 -2.73 -0.32
C 0.92 4.32 4.53
O 0.73 3.16 3.74
P 1.89 2.53 2.76
O 1.42 1.33 2.00
O 3.15 2.40 3.78
C 3.13 1.41 4.80
O 2.33 3.81 1.89
C 1.41 4.43 1.06
H 0.33 5.11 4.06
H 1.90 4.80 4.56
H 0.56 4.08 5.53
H 2.29 0.73 4.70
H 3.06 1.90 5.77
H 4.02 0.78 4.84
H 1.98 4.71 0.18
H 1.13 5.37 1.53
H 0.58 3.80 0.74
C 5.54 0.04 1.78
O 6.23 0.88 0.85
P 7.63 0.31 0.23
O 8.19 1.23 -0.78
O 7.37 -1.28 -0.15
C 7.33 -1.67 -1.51
O 8.49 0.10 1.61
C 9.88 -0.20 1.53
H 6.10 -0.85 2.07
H 4.58 -0.15 1.29
H 5.32 0.64 2.66
H 6.47 -2.33 -1.58
H 8.21 -2.24 -1.81
H 7.31 -0.81 -2.19
H 10.31 0.43 2.31
H 10.30 0.14 0.58
H 10.09 -1.26 1.66
C -0.64 -3.42 4.30
O -0.86 -2.22 5.01
P -1.35 -0.82 4.29
O -0.64 -0.48 3.03
O -2.92 -0.87 4.13
C -3.48 -1.19 2.86
O -1.19 0.23 5.50
C -1.50 1.60 5.22
H -0.03 -3.17 3.43
H -1.54 -4.01 4.13
H -0.01 -4.01 4.97
H -2.89 -1.96 2.37
H -3.64 -0.31 2.24
H -4.45 -1.68 2.85
H -0.63 2.18 5.53
H -2.42 1.94 5.69
H -1.66 1.86 4.17
C -3.95 4.65 -1.09
O -4.71 5.38 -0.10
P -4.23 5.34 1.39
O -4.78 6.39 2.31
O -4.46 3.73 1.70
C -3.62 3.02 2.56
O -2.59 5.41 1.37
C -2.06 6.69 1.59
H -4.57 3.98 -1.68
H -3.18 4.05 -0.62
H -3.40 5.37 -1.70
H -2.56 3.29 2.53
H -3.58 1.98 2.25
H -3.89 3.15 3.61
H -2.79 7.50 1.67
H -1.45 7.01 0.74
H -1.42 6.77 2.47
C -8.34 -3.55 -1.47
O -7.07 -3.10 -1.16
P -5.79 -3.54 -2.08
O -6.02 -4.72 -2.91
O -5.45 -2.17 -2.88
C -6.17 -1.83 -4.12
O -4.60 -3.75 -0.98
C -4.29 -2.61 -0.18
H -8.38 -4.14 -2.38
H -8.95 -2.68 -1.73
H -8.71 -4.07 -0.59
H -6.82 -2.67 -4.32
H -5.50 -1.68 -4.97
H -6.77 -0.92 -4.13
H -3.25 -2.66 0.12
H -4.97 -2.58 0.67
H -4.34 -1.63 -0.66
C -1.16 -4.40 -7.80
O -1.03 -3.90 -6.50
P -2.07 -2.74 -5.92
O -3.52 -3.08 -5.92
O -1.45 -2.45 -4.46
C -2.31 -1.88 -3.46
O -1.72 -1.39 -6.87
C -0.31 -1.03 -7.11
H -0.37 -4.00 -8.43
H -2.05 -4.08 -8.33
H -0.99 -5.48 -7.88
H -2.73 -2.57 -2.73
H -3.26 -1.52 -3.86
H -1.81 -1.19 -2.77
H -0.17 -1.00 -8.19
H 0.35 -1.75 -6.62
H -0.16 -0.08 -6.60

[7]
14
Properties=species:S:1:pos:R:3 method="wB97M-V/def2-TZVPD" smiles="C#C[C@H](C)C(N)=O" relative_energy_kj_mol=131.1 gap_ha=0.392 largest_force_ev_per_a=0.51 spin_multiplicity=1
C 1.32 0.44 -1.09
C -0.67 1.12 0.16
C -1.55 1.95 0.07
O 0.79 -2.15 -0.19
C 0.11 -1.28 0.32
N -0.93 -1.56 1.15
C 0.47 0.21 0.16
H 1.95 1.33 -0.98
H 0.67 0.58 -1.95
H 1.96 -0.43 -1.26
H -2.30 2.69 -0.05
H -1.19 -2.53 1.26
H -1.58 -0.85 1.44
H 1.09 0.42 1.05

[8]
19
Properties=species:S:1:pos:R:3 method="wB97M-V/def2-TZVPD" relative_energy_kj_mol=460.5 gap_ha=0.374 largest_force_ev_per_a=1.57 spin_multiplicity=1
C -0.50 -1.93 -1.38
C -0.59 -0.75 -0.45
O -0.12 -1.27 0.79
C 0.31 0.41 -0.88
C 0.18 1.84 -0.42
C 1.09 0.92 0.32
C -0.07 0.61 1.98
H -0.85 -1.70 -2.38
H -1.08 -2.75 -0.95
H 0.55 -2.26 -1.42
H -1.63 -0.41 -0.32
H 0.73 -0.79 0.89
H 0.75 0.29 -1.88
H -0.68 2.17 0.14
H 0.59 2.61 -1.09
H 2.18 1.05 0.17
H -1.16 0.41 1.85
H 0.09 1.63 2.23
H 0.22 -0.09 2.79

[9]
18
Properties=species:S:1:pos:R:3 method="wB97M-V/def2-TZVPD" smiles="C=C/C(C)=C/N.O" relative_energy_kj_mol=350.0 gap_ha=0.305 largest_force_ev_per_a=4.47 spin_multiplicity=1
C -1.71 -0.93 -0.37
N -1.06 1.94 -0.96
C -0.06 0.93 -1.27
C -0.20 -0.38 -0.89
C 1.03 -1.27 -0.53
C 2.33 -1.00 -0.83
H -2.06 -0.06 0.24
H -2.30 -1.02 -1.27
H -1.57 -1.83 0.36
H -1.71 1.72 -0.28
H -0.61 2.81 -0.71
H 0.78 1.31 -1.98
H 0.68 -2.19 -0.09
H 2.77 0.01 -1.05
H 3.09 -1.82 -0.85
H 0.22 1.10 3.90
H 0.71 -0.19 3.40
O -0.11 0.31 3.56